Computed, not measured: a 12-piece molecular cluster, C72H180N12 overall, with ωB97M-V/def2-TZVPD.

ΔE to the lowest compared entry with this formula, charge and spin   106.2 kcal per mole
Energy   -3508.00179 Ha
HOMO level   -8.1140 eV
Orbital gap   8.77 eV
SMILES   CCN(CC)CC.CCN(CC)CC.CCN(CC)CC.CCN(CC)CC.CCN(CC)CC.CCN(CC)CC.CCN(CC)CC.CCN(CC)CC.CCN(CC)CC.CCN(CC)CC.CCN(CC)CC.CCN(CC)CC

```
! wB97M-V def2-TZVPD RIJCOSX def2/J DEFGRID3
* xyz 0 1
C 19.980 10.780 14.771
C 18.678 11.523 14.725
N 18.180 11.901 13.418
C 17.483 10.854 12.714
C 16.913 11.201 11.331
C 17.524 13.173 13.434
C 16.205 13.314 14.159
H 19.928 9.788 14.427
H 20.378 10.767 15.826
H 20.738 11.254 14.154
H 17.913 10.937 15.174
H 18.796 12.398 15.425
H 18.189 10.040 12.584
H 16.688 10.491 13.349
H 16.034 11.892 11.395
H 17.691 11.653 10.736
H 16.484 10.286 10.849
H 17.363 13.416 12.350
H 18.240 13.927 13.883
H 16.280 13.200 15.213
H 15.402 12.626 13.828
H 15.902 14.311 13.993
C 23.798 14.077 21.872
C 22.998 14.746 20.726
N 22.095 15.789 21.268
C 22.798 17.058 21.547
C 22.178 17.877 22.686
C 20.933 16.048 20.429
C 19.889 14.889 20.413
H 24.183 13.099 21.620
H 23.004 13.920 22.610
H 24.498 14.683 22.370
H 23.613 15.186 19.958
H 22.386 13.966 20.352
H 23.772 16.767 21.921
H 22.825 17.687 20.650
H 22.714 18.828 22.712
H 21.142 18.169 22.542
H 22.251 17.319 23.647
H 21.190 16.302 19.423
H 20.405 16.956 20.769
H 19.151 15.024 19.694
H 19.363 14.770 21.305
H 20.334 13.925 20.204
C 23.815 13.493 14.014
C 23.335 14.840 14.470
N 21.879 15.142 14.543
C 21.181 14.511 15.615
C 19.984 15.336 16.093
C 21.133 14.922 13.302
C 21.699 15.732 12.076
H 23.212 12.678 14.504
H 24.870 13.245 14.395
H 23.843 13.278 12.968
H 23.742 15.016 15.463
H 23.765 15.593 13.824
H 20.696 13.504 15.386
H 21.844 14.306 16.426
H 19.542 14.727 16.875
H 20.349 16.283 16.543
H 19.259 15.562 15.306
H 20.083 15.328 13.552
H 20.965 13.803 13.106
H 21.791 16.819 12.298
H 21.027 15.609 11.277
H 22.688 15.421 11.697
C 13.158 16.633 18.458
C 14.555 16.414 18.921
N 14.678 15.663 20.138
C 16.036 15.845 20.706
C 16.321 17.157 21.411
C 14.261 14.255 19.983
C 14.215 13.522 21.325
H 13.201 17.291 17.603
H 12.459 17.110 19.185
H 12.646 15.725 18.178
H 15.224 15.977 18.121
H 15.002 17.384 19.075
H 16.883 15.655 20.004
H 16.141 15.061 21.425
H 17.302 17.254 21.849
H 15.596 17.454 22.176
H 16.239 18.000 20.794
H 13.249 14.245 19.502
H 14.879 13.745 19.270
H 15.189 13.061 21.572
H 13.896 14.185 22.134
H 13.430 12.762 21.179
C 17.058 21.496 14.960
C 16.506 20.134 14.902
N 17.362 19.108 15.593
C 16.999 17.763 15.094
C 17.535 17.414 13.685
C 17.046 19.185 17.066
C 18.184 18.562 17.856
H 17.134 21.785 16.079
H 16.426 22.198 14.432
H 18.112 21.551 14.536
H 15.480 20.177 15.268
H 16.406 19.746 13.905
H 17.428 17.074 15.827
H 15.854 17.729 15.277
H 17.505 16.339 13.560
H 17.088 17.905 12.856
H 18.594 17.748 13.595
H 16.145 18.663 17.247
H 16.869 20.208 17.363
H 18.337 17.517 17.490
H 17.960 18.459 18.904
H 19.114 19.071 17.686
C 12.136 21.391 11.360
C 11.753 21.337 12.815
N 11.680 20.072 13.501
C 10.830 20.220 14.707
C 9.335 20.234 14.399
C 13.054 19.503 13.834
C 13.011 18.035 14.046
H 11.710 20.614 10.705
H 13.185 21.243 11.279
H 11.943 22.352 10.869
H 12.492 21.988 13.294
H 10.761 21.791 12.943
H 11.032 19.369 15.357
H 11.124 21.128 15.264
H 9.171 19.346 13.763
H 8.744 19.967 15.262
H 9.015 21.101 13.868
H 13.600 19.963 14.687
H 13.688 19.826 12.996
H 13.899 17.519 14.349
H 12.659 17.532 13.140
H 12.256 17.803 14.864
C 18.526 24.176 11.425
C 19.493 23.499 10.524
N 19.376 22.030 10.447
C 20.204 21.465 9.327
C 19.336 21.334 7.995
C 19.828 21.374 11.665
C 19.075 20.051 11.822
H 18.778 25.245 11.382
H 18.564 23.788 12.436
H 17.515 24.097 11.092
H 19.374 23.946 9.497
H 20.494 23.792 10.818
H 21.089 22.055 9.100
H 20.500 20.407 9.605
H 18.466 20.754 8.235
H 18.982 22.321 7.626
H 19.950 20.767 7.274
H 19.644 22.001 12.574
H 20.900 21.237 11.760
H 19.169 19.354 10.976
H 17.966 20.200 12.030
H 19.511 19.483 12.676
C 14.863 14.444 9.981
C 16.033 15.231 9.368
N 16.360 16.577 9.916
C 17.631 16.974 9.355
C 18.826 16.215 9.974
C 15.314 17.479 9.458
C 15.350 18.864 10.054
H 14.728 13.602 9.263
H 13.944 14.966 10.182
H 15.156 13.948 10.910
H 16.889 14.604 9.558
H 15.951 15.331 8.287
H 17.757 18.057 9.475
H 17.727 16.816 8.224
H 18.607 15.999 11.025
H 19.802 16.804 9.942
H 19.062 15.189 9.487
H 15.417 17.525 8.393
H 14.343 17.038 9.670
H 16.248 19.315 9.644
H 14.496 19.499 9.796
H 15.249 18.814 11.145
C 21.403 20.267 19.064
C 22.562 20.667 18.166
N 23.377 19.503 17.639
C 24.464 19.963 16.802
C 25.499 20.814 17.504
C 22.592 18.538 16.937
C 21.905 18.850 15.626
H 20.759 19.619 18.463
H 20.856 21.196 19.247
H 21.672 19.809 20.033
H 22.160 21.276 17.349
H 23.278 21.313 18.674
H 24.922 19.096 16.348
H 24.109 20.639 15.978
H 25.060 21.731 17.962
H 25.975 20.310 18.318
H 26.246 21.169 16.806
H 21.771 18.067 17.446
H 23.311 17.698 16.829
H 21.476 17.934 15.312
H 22.441 19.370 14.806
H 21.067 19.466 15.855
C 17.220 26.084 16.473
C 18.299 25.109 15.962
N 19.225 24.749 17.076
C 19.943 23.496 16.810
C 20.898 23.427 15.595
C 20.148 25.773 17.394
C 20.832 25.650 18.741
H 16.574 25.521 17.135
H 16.589 26.335 15.618
H 17.615 26.995 16.893
H 17.782 24.265 15.603
H 18.906 25.612 15.126
H 20.384 23.098 17.714
H 19.133 22.778 16.661
H 21.149 22.362 15.340
H 20.475 23.853 14.681
H 21.868 23.937 15.772
H 19.589 26.764 17.387
H 20.854 26.020 16.602
H 20.080 25.515 19.510
H 21.423 26.538 19.007
H 21.623 24.917 18.760
C 13.848 20.285 18.687
C 14.909 20.559 19.728
N 16.076 21.352 19.325
C 17.043 21.523 20.333
C 18.423 22.016 19.834
C 15.786 22.613 18.671
C 15.138 23.707 19.418
H 14.312 19.882 17.795
H 13.198 21.118 18.478
H 13.215 19.502 19.117
H 14.399 21.075 20.556
H 15.330 19.584 19.941
H 16.724 22.170 21.180
H 17.228 20.539 20.745
H 18.649 23.046 19.778
H 19.219 21.705 20.472
H 18.543 21.570 18.843
H 15.134 22.365 17.775
H 16.728 22.984 18.229
H 15.799 24.262 20.102
H 14.260 23.366 19.972
H 14.793 24.517 18.746
C 12.796 26.786 15.955
C 12.883 26.343 14.449
N 12.601 24.908 14.290
C 11.504 24.319 15.015
C 10.167 24.647 14.288
C 13.866 24.157 14.384
C 14.652 24.295 13.131
H 13.552 26.164 16.531
H 11.793 26.616 16.366
H 13.064 27.847 15.988
H 12.201 27.055 13.929
H 13.946 26.500 14.134
H 11.440 24.665 16.128
H 11.525 23.266 15.081
H 10.355 24.248 13.229
H 9.879 25.682 14.327
H 9.352 24.000 14.685
H 14.422 24.467 15.254
H 13.643 23.102 14.585
H 14.149 23.968 12.170
H 14.828 25.346 12.890
H 15.615 23.788 13.107
*
```